No. 1
64
Properties=species:S:1:pos:R:3:forces:R:3 method="wB97M-V/def2-TZVPD" total_charge=+1 gap_ev=5.8 de_lowest_kj_mol=366.1 largest_force_ha_per_bohr=0.0222
C -5.643927 0.726574 -2.706575 0.40 -0.34 0.25
N -5.238146 0.379892 -1.332870 0.12 0.94 0.53
C -5.775025 -0.864652 -0.817325 0.35 -0.18 0.25
C -5.361686 -2.088766 -1.351444 0.07 0.68 0.03
C -5.839727 -3.276849 -0.844141 -0.02 -0.24 -0.01
C -6.744830 -3.271173 0.199523 -0.08 -0.06 0.10
C -7.174294 -2.069228 0.730016 -0.10 -0.15 0.12
C -6.698066 -0.876205 0.229946 0.46 0.53 -0.48
C -3.921120 0.821818 -0.929755 -0.55 -0.68 -0.20
C -3.701917 1.758629 0.094583 -0.58 -0.39 -0.18
C -2.431330 2.154221 0.430452 0.37 0.01 0.00
C -1.285880 1.644650 -0.231811 -0.10 0.01 -0.16
C 0.004507 2.058457 0.194773 -0.06 -0.52 -0.23
C 1.294006 1.606509 -0.190094 0.18 -0.13 -0.03
C 2.444324 2.222735 0.364473 -0.42 0.03 -0.01
C 3.714960 1.837995 0.016715 0.63 -0.33 -0.32
C 3.928800 0.819912 -0.928120 0.50 -0.55 -0.22
N 5.243568 0.385011 -1.346881 0.34 0.62 0.53
C 5.636616 0.740929 -2.722695 -0.52 -0.03 0.32
C 5.780171 -0.863217 -0.837421 -0.53 -0.24 0.22
C 5.372560 -2.088238 -1.373928 -0.05 0.65 0.04
C 5.840190 -3.275387 -0.854566 0.04 -0.26 -0.02
C 6.733048 -3.268980 0.199495 0.08 -0.06 0.10
C 7.159314 -2.066153 0.730067 0.11 -0.14 0.11
C 6.690358 -0.874239 0.220973 -0.49 0.55 -0.46
C 2.801425 0.183458 -1.460760 0.20 0.14 -0.11
C 1.536557 0.540928 -1.086465 -0.08 -0.16 0.10
C -1.536232 0.749949 -1.298555 0.04 0.17 -0.21
C -2.800923 0.337692 -1.615856 -0.16 0.07 -0.01
H -5.088270 1.594974 -3.055513 0.00 0.05 0.08
H -5.457120 -0.099643 -3.390735 0.02 -0.09 -0.25
H -6.705386 0.960510 -2.739920 -0.06 0.00 0.12
H -4.653514 -2.092107 -2.162406 0.16 -0.06 -0.21
H -5.502784 -4.214904 -1.254171 0.06 -0.12 -0.10
H -7.115455 -4.200573 0.601195 -0.05 -0.12 0.03
H -7.880989 -2.063904 1.542755 -0.13 0.02 0.13
H -7.026180 0.065998 0.635055 -0.08 0.18 0.11
H -4.558849 2.169401 0.602929 -0.10 0.06 0.10
H -2.295075 2.881024 1.212320 0.03 0.13 0.25
H 0.004638 2.830231 0.946973 0.00 0.20 0.25
H 2.312368 3.010898 1.084924 -0.03 0.23 0.16
H 4.575297 2.312748 0.459330 0.10 0.09 0.07
H 6.565242 0.244909 -2.996652 -0.03 -0.05 0.23
H 4.868819 0.442858 -3.435178 -0.08 -0.05 -0.32
H 5.785756 1.815240 -2.805728 -0.01 0.10 -0.01
H 4.678786 -2.093595 -2.197072 -0.14 -0.06 -0.21
H 5.504388 -4.214060 -1.263337 -0.05 -0.13 -0.12
H 7.098888 -4.197407 0.607826 0.03 -0.12 0.04
H 7.857541 -2.058097 1.549858 0.13 0.02 0.13
H 7.011195 0.069385 0.628668 0.08 0.18 0.11
H 2.956185 -0.610387 -2.172258 -0.08 -0.18 -0.03
H 0.728232 -0.063261 -1.436982 0.01 -0.16 -0.08
H -0.740826 0.445516 -1.944855 -0.01 -0.12 -0.12
H -2.962351 -0.366029 -2.415684 0.07 -0.03 -0.20
C -1.223747 1.463983 4.212654 0.32 -0.18 0.14
N -0.002684 0.919439 3.640461 0.03 -0.56 -1.00
C 1.227106 1.443011 4.213963 -0.32 -0.12 0.14
H -2.108533 1.048593 3.730575 0.08 -0.10 -0.06
H -1.283940 1.259954 5.281610 -0.20 0.09 0.29
H -1.247053 2.543637 4.074107 0.05 0.12 -0.01
H -0.005159 -0.107016 3.672678 -0.04 0.71 0.07
H 2.105144 1.011859 3.733071 -0.09 -0.09 -0.05
H 1.269028 2.522087 4.074489 -0.04 0.12 0.00
H 1.282014 1.238482 5.283267 0.20 0.08 0.29

---

No. 2
16
Properties=species:S:1:pos:R:3:forces:R:3 method="wB97M-V/def2-TZVPD" total_charge=0 smiles=CSB(SC)SC gap_ev=8.3 de_lowest_kj_mol=95.5 largest_force_ha_per_bohr=0.0620
S -0.296868 -0.221402 2.612640 -0.50 -1.13 -1.99
S 1.274483 -0.671900 -0.298158 1.15 0.98 2.05
S -1.816819 -0.212566 -0.341811 -0.29 -0.92 3.04
B -0.234982 -0.359392 0.712591 -1.17 -0.30 -0.50
C 0.555703 1.331020 2.742227 0.53 1.30 1.29
C 0.814123 -1.888618 -1.473411 -1.01 -1.24 -0.59
C -1.245924 0.753538 -1.654852 1.36 0.05 -2.19
H -0.146949 2.029899 3.271852 0.73 -0.22 -1.07
H 1.062241 1.735618 1.839941 -0.76 -0.21 0.53
H 1.337013 1.135496 3.476433 0.24 0.23 -0.10
H 0.975227 -2.901673 -1.026284 0.20 0.83 -0.76
H 1.279768 -1.711579 -2.449325 0.30 -0.29 0.44
H -0.250929 -1.792324 -1.639208 -0.26 -0.17 -0.12
H -1.490430 1.805210 -1.514595 0.10 -0.04 -0.02
H -1.674190 0.401242 -2.623943 0.36 0.30 0.70
H -0.141468 0.567432 -1.634096 -1.01 0.83 -0.70

---

No. 3
43
Properties=species:S:1:pos:R:3:forces:R:3 method="wB97M-V/def2-TZVPD" total_charge=-1 spin_multiplicity=2 gap_ev="8.2 / 8.2" s2=0.90 largest_force_ha_per_bohr=0.0246
Co -0.353364 -0.733900 -0.386217 0.00 1.13 -0.57
O -2.621143 2.692298 -1.047568 0.04 -0.01 -0.04
C -1.744663 1.868765 -0.860243 0.03 0.08 0.19
N -1.691975 0.811898 -0.022635 0.35 -1.02 -0.33
C -2.548301 0.570185 0.999809 -0.06 0.21 0.05
O -3.571969 1.144679 1.316549 -0.04 -0.10 -0.06
C -1.970674 -0.493370 1.912106 0.10 -0.01 0.10
C -2.751164 -1.091417 2.884125 -0.10 0.03 0.02
C -2.155732 -1.965260 3.776932 0.09 0.04 -0.03
C -0.784323 -2.150214 3.705521 -0.05 -0.01 0.01
C -0.079961 -1.515300 2.695884 -0.04 0.02 0.12
N -0.657316 -0.742594 1.778764 -0.08 -0.16 0.41
C -0.407974 2.007730 -1.568442 -0.07 0.05 -0.11
C -0.216440 2.998183 -2.518510 0.03 0.02 -0.02
C 1.023551 3.112164 -3.123663 -0.05 -0.08 0.09
C 2.032216 2.240070 -2.740662 0.00 0.08 -0.02
C 1.755661 1.280827 -1.781695 0.16 0.00 -0.01
N 0.558276 1.157534 -1.213469 0.21 -0.47 0.23
H -3.807106 -0.863624 2.913239 0.02 0.04 -0.02
H -2.745705 -2.474863 4.527852 0.00 0.00 0.00
H -0.259587 -2.788743 4.403052 0.00 0.01 0.01
H 0.990030 -1.616050 2.627069 0.06 -0.07 -0.08
H -1.046863 3.648699 -2.754043 -0.02 -0.02 0.02
H 1.201117 3.869073 -3.876977 0.01 0.00 0.00
H 3.019075 2.299267 -3.179171 0.00 -0.03 0.03
H 2.517198 0.587968 -1.446226 -0.06 -0.03 -0.01
Cl -0.155561 -1.075381 -3.204963 -0.18 0.14 -0.39
C 0.698470 -2.376622 -2.445271 0.15 -0.03 0.38
C 0.969049 -2.243338 -1.074479 -0.64 -0.01 -0.20
C 1.649285 -3.342145 -0.552808 0.08 0.23 -0.21
Cl 2.229897 -3.297221 1.089021 -0.02 0.04 0.27
C 1.976109 -4.491794 -1.278562 0.03 0.06 -0.08
Cl 2.799459 -5.820465 -0.541817 0.00 -0.01 0.04
C 1.657513 -4.564572 -2.628325 -0.01 0.11 0.14
Cl 2.053014 -5.961361 -3.552114 0.02 -0.07 -0.06
C 1.028886 -3.476111 -3.222762 0.04 -0.02 -0.13
Cl 0.680739 -3.513991 -4.912968 -0.04 -0.01 -0.04
O 2.560296 0.064581 1.136711 0.14 0.11 0.06
H 1.615846 0.250779 1.052076 -0.02 -0.02 -0.02
H 2.652695 -0.845889 0.831326 -0.11 -0.03 0.03
O -3.656845 -3.331660 0.006629 0.02 0.04 -0.09
C -2.726888 -2.654742 -0.326224 0.23 0.06 0.06
N -1.803409 -1.993021 -0.668030 -0.22 -0.29 0.28

---

No. 4
94
Properties=species:S:1:pos:R:3:forces:R:3 method="wB97M-V/def2-TZVPD" total_charge=+1 gap_ev=6.4 de_lowest_kj_mol=56.4 largest_force_ha_per_bohr=0.0556
Sc 1.211766 0.018496 -0.944323 0.13 -1.18 0.72
C -4.529460 -1.589431 -0.199608 0.80 -0.37 0.22
Sb -3.219709 -0.372398 1.049667 -0.42 -0.08 -0.40
C -2.959578 -1.982255 2.530152 0.06 0.20 -0.03
C -4.846979 1.032101 1.799932 0.58 -1.51 -0.43
C -4.165534 2.101091 2.534303 0.39 1.85 0.20
C -4.050556 1.995887 3.920450 -0.11 -0.60 0.46
C -3.426219 2.996111 4.664920 0.39 -0.21 -0.05
C -2.935004 4.135336 4.054730 0.30 0.67 -0.04
C -3.060813 4.294933 2.675830 0.42 0.23 -0.11
C -3.629254 3.297663 1.895632 -0.49 -1.16 0.21
C -3.663509 3.522259 0.411580 0.30 0.28 -0.38
Sb -1.609993 3.360032 -0.587500 -1.12 -0.89 -0.23
C -1.898012 4.659449 -2.326372 -0.25 -0.16 0.12
C -0.404885 4.680619 0.548184 0.95 0.70 -0.73
H -5.284954 -0.954496 -0.651879 -0.06 -0.07 -0.12
H -4.986854 -2.362423 0.442936 0.09 0.38 -0.37
H -3.872470 -2.069048 -0.957461 -0.66 0.34 0.45
H -3.813893 -1.962100 3.227371 0.48 -0.26 -0.16
H -1.990949 -1.851457 3.059263 -0.73 -0.03 -0.17
H -2.920993 -2.942857 1.965597 -0.18 0.71 0.36
H -5.495330 0.393331 2.414840 0.10 0.44 -0.04
H -5.399203 1.384338 0.930410 0.08 -0.20 -0.08
H -4.455279 1.075043 4.434018 0.48 1.14 -0.60
H -3.212581 2.866238 5.714069 -0.34 -0.09 0.23
H -2.426442 4.911410 4.648937 -0.34 -0.46 -0.30
H -2.651825 5.186876 2.145387 -0.42 -0.69 0.66
H -4.039602 4.524133 0.187482 0.19 0.07 0.11
H -4.366012 2.857362 -0.094978 0.38 -0.18 -0.10
H -2.153365 5.683900 -2.037484 -0.12 -0.21 0.02
H -2.688327 4.235560 -2.994286 0.77 0.37 0.55
H -0.920333 4.706382 -2.828576 -0.37 -0.15 -0.03
H -0.764379 5.707563 0.423137 0.09 -0.12 0.27
H 0.632545 4.640981 0.108906 -0.99 -0.06 0.38
H -0.347533 4.403820 1.591320 -0.09 -0.03 0.24
O -1.693873 -2.801098 -1.406640 1.17 -0.94 0.42
C -0.532550 -2.555473 -1.196137 0.14 1.19 -0.26
O -0.125969 -1.263005 -1.188474 -0.58 -1.04 -0.09
C 0.698246 -3.526623 -1.005197 -0.92 0.58 -0.21
P 2.068785 -2.747942 0.040080 -1.15 0.35 -1.35
C 3.558121 -3.351896 -0.788010 0.52 0.30 0.43
C 4.624786 -2.439676 -0.982398 -0.87 -1.50 -0.06
C 5.777086 -2.834996 -1.630390 -0.26 -0.65 -0.23
C 5.818065 -4.137378 -2.135197 0.66 -0.23 0.28
C 4.789496 -5.056099 -1.893131 0.13 0.02 -0.53
C 3.653150 -4.679572 -1.194974 0.12 0.40 -0.01
C 1.903590 -3.567547 1.629527 0.57 -0.55 0.54
C 3.077629 -3.624538 2.392279 -0.24 0.43 0.34
C 2.992086 -3.918524 3.767573 0.41 0.02 -0.01
C 1.761151 -4.235153 4.349954 -0.22 0.34 -0.57
C 0.608034 -4.301874 3.519873 0.87 -0.42 1.26
C 0.682223 -4.007452 2.183776 0.19 0.14 -1.10
H 1.086279 -3.689145 -2.039834 -0.21 0.00 0.78
H 0.335315 -4.470101 -0.579500 0.20 0.10 -0.32
H 4.512793 -1.477146 -0.569967 0.00 1.19 0.32
H 6.623643 -2.171615 -1.743795 -0.05 0.02 -0.05
H 6.744662 -4.461270 -2.629186 -0.61 0.04 0.06
H 4.847945 -6.052875 -2.316021 0.17 0.01 0.18
H 2.838729 -5.367780 -0.949869 0.39 0.08 -0.28
H 4.040826 -3.374633 1.898676 -0.66 -0.15 0.62
H 3.915752 -3.862882 4.375986 -0.73 -0.20 -0.38
H 1.689048 -4.412345 5.434137 0.01 0.00 -0.70
H -0.322338 -4.642536 3.953045 -0.07 0.04 -0.03
H -0.175751 -4.208392 1.523418 0.27 0.52 0.48
N 2.224825 -0.263576 -2.979592 -0.14 -0.08 -0.14
N 3.114382 0.898265 -2.779770 -0.08 -0.06 -0.46
C 2.293642 2.088365 -2.541844 -1.51 -0.59 -0.35
O 2.392108 3.132042 -3.136164 0.66 -0.83 0.69
O 1.333005 1.775319 -1.657017 1.27 1.70 -1.55
H 2.680879 -1.095849 -3.381684 0.49 0.68 0.72
H 1.473049 -0.075294 -3.671008 0.13 0.61 0.15
H 3.831141 1.007477 -3.506995 -0.71 0.09 0.14
Br -0.908404 -1.850559 -4.843991 0.70 -0.40 0.12
C -1.048519 -0.010775 -5.118403 -1.29 2.51 -0.49
C -2.184094 0.401468 -5.878693 0.73 -0.25 -0.21
C -2.541621 1.742752 -5.896635 0.67 -0.06 0.16
C -1.727136 2.657909 -5.201786 0.12 -0.50 -0.63
C -0.579073 2.197782 -4.574134 -0.30 -0.85 -0.45
N -0.239977 0.877718 -4.540684 -0.43 -0.49 0.38
H -2.634828 -0.322929 -6.562888 -0.25 0.20 0.64
H -3.397924 2.091462 -6.482058 0.35 -0.19 0.22
H -1.894326 3.718265 -5.328115 -0.12 0.02 0.40
H 0.103229 2.887615 -4.090734 0.07 -0.15 -0.05
I 0.486896 1.419250 5.161305 -0.07 0.06 -0.28
C 1.583352 1.343839 3.389988 1.04 -0.83 0.40
C 2.994159 1.253831 3.475334 -1.11 0.55 -0.08
C 3.702125 1.269151 2.286444 1.14 -0.06 0.36
C 3.048024 1.127877 1.103949 -2.01 -0.21 -0.62
N 1.701919 0.929797 1.022256 0.16 0.44 1.85
C 0.965440 1.093529 2.170565 1.33 -0.93 -0.86
H 3.479682 1.167400 4.446736 -0.07 0.32 -0.28
H 4.789079 1.331534 2.222380 -0.27 -0.08 0.41
H 3.568898 1.100840 0.161777 0.31 0.03 -0.25
H -0.061399 0.760584 2.155234 -0.36 0.53 -0.32

---

Calculated total energy (a.u.)
-1288.2193 -1339.1251 -4933.9160 -6409.8385